Record 1
Formula: C2H3BrNO
Source: the Open Molecules 2025 dataset
Level of theory: wB97M-V/def2-TZVPD

charge: -1
energy relative to the best compared isomer or geometry (same formula, charge and spin): 4.7450 eV
orbital gap (spin up / spin down): 7.378 / 7.100 eV
LUMO level (spin up / spin down): 3.72 / 3.73 eV
energy: -2781.8263 hartree

Last column: Mulliken charge in e.
CARTESIAN COORDINATES (ANGSTROEM)
C 0.7526 0.0803 -0.4506  -0.39
C -0.2473 0.4005 0.6587  -0.15
N 0.4836 -0.8437 0.6692  -0.52
O -0.7801 -2.0536 -0.4026  -0.62
Br -2.0371 0.6499 -0.0543  -0.24
H 0.1863 0.0433 -1.4435  0.25
H 1.7080 0.5393 -0.2670  0.26
H -0.0660 1.1841 1.2902  0.39

Forces on the atoms, in the same order (eV/Å):
C -1.747 0.417 1.025
C 1.071 -2.091 -2.967
N -2.780 -1.016 -2.231
O 1.645 1.271 1.514
Br -0.576 0.062 0.306
H 1.522 -0.505 1.268
H 0.482 0.371 -0.911
H 0.384 1.490 1.996

Record 2
Formula: C6H11FN2O2
Source: the Open Molecules 2025 dataset
Level of theory: wB97M-V/def2-TZVPD

multiplicity: 3
orbital gap (spin up / spin down): 4.922 / 6.502 eV
LUMO level (spin up / spin down): 0.79 / -2.90 eV
energy: -594.8675 hartree

Last column: Mulliken charge in e.
CARTESIAN COORDINATES (ANGSTROEM)
C 2.5617 -0.9779 -0.2643  0.30
C -0.0001 0.5622 -1.3299  -0.94
C 1.0897 1.3109 -0.6587  0.15
C -0.8059 0.0098 -0.1273  0.22
C 1.7298 0.3882 0.2791  0.47
C -2.0223 -0.9214 -0.3695  -1.50
N 2.3830 0.8597 1.3656  -0.51
N 0.1559 -0.5319 0.8446  -0.40
O 2.3507 -2.0188 0.3112  -0.58
O 3.4240 -0.6157 -1.0615  -0.43
F 0.7067 2.4922 -0.0236  -0.39
H -0.8181 1.1380 -1.9110  0.37
H 0.3912 -0.1450 -2.0794  0.35
H 1.8584 1.6061 -1.3577  0.40
H -1.2054 0.7948 0.4071  0.39
H -1.8429 -1.8474 -0.8370  0.40
H -2.7593 -0.3212 -0.9412  0.38
H -2.5443 -1.0415 0.6357  0.36
H 2.8721 0.1909 1.8373  0.16
H 2.2281 1.7616 1.7161  0.19
H 0.0373 -0.1473 1.7504  0.29
H 0.4493 -1.5451 0.7702  0.33

Forces on the atoms, in the same order (eV/Å):
C 1.310 0.164 -0.255
C -3.408 0.410 -0.694
C 2.160 0.153 -1.359
C 0.712 -3.112 -0.505
C 1.505 1.331 -1.471
C -1.003 2.393 1.573
N -0.328 0.581 -0.744
N -2.541 -3.800 -0.338
O -0.837 -0.456 0.572
O -0.696 0.625 -0.391
F -0.572 -0.124 0.441
H 1.754 -0.226 0.704
H -0.008 -0.154 0.717
H 0.217 0.728 -0.834
H -0.884 2.251 0.635
H 0.382 -1.094 -0.513
H 0.363 -0.494 -0.116
H 0.786 -0.283 -1.196
H 1.382 -1.451 2.134
H 0.139 1.141 0.311
H 0.139 -0.207 0.900
H -0.573 1.620 0.428

Record 3
Formula: C25H75NO21
Source: the Open Molecules 2025 dataset
Level of theory: wB97M-V/def2-TZVPD

orbital gap: 8.395 eV
LUMO level: -0.14 eV
energy: -2631.9804 hartree

Last column: Mulliken charge in e.
CARTESIAN COORDINATES (ANGSTROEM)
O -1.3647 2.4468 6.4573  -0.62
H -0.6586 2.0013 6.9255  0.31
H -1.1022 3.3672 6.4464  0.31
O -7.8436 3.3206 0.7436  -0.64
H -7.0326 2.8197 0.8307  0.32
H -7.7875 3.7190 -0.1249  0.31
O -0.8827 7.0244 -2.5719  -0.64
H -1.2690 6.8821 -3.4360  0.32
H 0.0215 6.7232 -2.6607  0.32
O -4.5847 -0.2474 5.6728  -0.63
H -3.9625 0.4533 5.8679  0.31
H -4.6504 -0.2511 4.7179  0.31
C 5.3597 -9.0934 2.6359  -1.69
C 6.4486 -8.0914 2.2637  1.45
C 7.3585 -8.6769 1.1546  -1.22
C 6.7728 -8.5577 -0.2795  -0.70
C 6.4005 -7.0908 -0.5794  -1.09
C 5.4205 -6.4390 0.5170  1.40
N 5.9825 -6.6944 1.8846  0.24
O 5.2566 -6.1429 2.8902  -0.45
C 5.3830 -4.9100 0.3811  -1.95
C 3.9623 -6.9840 0.2326  -1.55
C 7.5071 -7.9791 3.4412  -1.87
H 4.4874 -8.5723 3.0304  0.32
H 5.6111 -9.8706 3.3577  0.42
H 5.0371 -9.6339 1.7460  0.34
H 8.3748 -8.2831 1.1667  0.44
H 7.2748 -9.7487 1.3344  0.40
H 6.0008 -9.3206 -0.3800  0.34
H 7.5602 -8.8693 -0.9659  0.38
H 5.8910 -7.0098 -1.5396  0.46
H 7.3293 -6.5403 -0.7292  0.35
H 5.0078 -4.5622 -0.5814  0.39
H 4.7311 -4.4837 1.1436  0.44
H 6.3054 -4.3552 0.5528  0.40
H 3.6222 -6.7604 -0.7786  0.43
H 3.9919 -8.0736 0.2278  0.34
H 3.2848 -6.5966 0.9936  0.35
H 7.8643 -8.9688 3.7257  0.41
H 7.0681 -7.5001 4.3164  0.42
H 8.3249 -7.2932 3.2203  0.46
H 5.8303 -5.4087 3.1214  0.36
C -10.6106 7.2473 -3.4545  -0.46
C -9.0546 7.1361 -3.6919  -0.38
O -8.6882 5.8416 -3.4536  -0.48
O -11.4090 6.3783 -4.2403  -0.48
H -10.9620 8.2699 -3.5919  0.31
H -10.8033 6.9608 -2.4206  0.27
H -8.5289 7.8876 -3.1029  0.27
H -8.8393 7.2131 -4.7577  0.34
H -7.8289 5.7399 -3.8694  0.32
H -11.0805 6.4251 -5.1412  0.30
C -2.0124 3.2033 -8.7815  -0.43
C -2.3488 3.5101 -7.3250  -0.23
O -3.4324 4.5304 -7.1786  -0.51
O -1.4495 4.3163 -9.4743  -0.53
H -2.9081 2.9899 -9.3649  0.24
H -1.3926 2.3134 -8.8911  0.35
H -1.4945 3.9442 -6.8056  0.20
H -2.6751 2.6488 -6.7421  0.32
H -3.1385 5.2108 -7.7887  0.30
H -0.4902 4.2808 -9.4644  0.31
C -2.3245 1.5793 0.2755  -0.33
C -1.2659 0.4815 0.3383  -0.42
O -1.9327 -0.7079 0.1515  -0.49
O -3.1422 1.5646 1.4712  -0.50
H -2.9376 1.4668 -0.6187  0.31
H -1.7075 2.4760 0.2181  0.27
H -0.8268 0.4918 1.3359  0.29
H -0.4352 0.5919 -0.3587  0.27
H -2.0337 -1.1515 0.9969  0.30
H -2.5510 1.7509 2.2043  0.29
C -4.8952 -3.7565 -6.4804  -0.56
C -4.5797 -3.3512 -5.0389  -0.29
O -3.2405 -3.6553 -4.6274  -0.51
O -4.1383 -3.0797 -7.4727  -0.51
H -5.9792 -3.6958 -6.5781  0.35
H -4.7700 -4.8354 -6.5715  0.30
H -5.2554 -3.8854 -4.3710  0.31
H -4.7791 -2.2877 -4.9075  0.29
H -3.2370 -3.2318 -3.7658  0.31
H -3.2936 -3.5357 -7.4618  0.32
C 3.8907 0.9440 4.8570  -0.28
C 4.3128 2.1576 3.9697  -0.44
O 3.2281 2.8878 3.4762  -0.51
O 3.5576 1.4468 6.1055  -0.53
H 4.7405 0.2770 5.0023  0.32
H 3.0603 0.3340 4.5012  0.23
H 4.9152 1.7125 3.1778  0.32
H 4.9674 2.8349 4.5182  0.28
H 2.8716 3.3002 4.2664  0.32
H 3.9358 1.0097 6.8720  0.30
C -2.0114 9.6161 3.6770  -0.33
C -3.2223 9.1272 2.8811  -0.35
O -3.0845 9.5385 1.5434  -0.52
O -2.3063 9.4335 5.1007  -0.52
H -1.9233 10.6751 3.4343  0.26
H -1.1116 9.0773 3.3798  0.28
H -4.1170 9.6624 3.1992  0.27
H -3.3843 8.0595 3.0291  0.30
H -2.8315 8.7649 1.0342  0.31
H -2.9848 10.0659 5.3485  0.30
C -0.3407 -4.9883 6.1237  -0.36
C -0.9328 -3.9457 5.1682  -0.30
O -2.1003 -4.4773 4.6705  -0.48
O -1.1010 -5.1351 7.3030  -0.48
H 0.6638 -4.7100 6.4425  0.29
H -0.2625 -5.9885 5.6975  0.26
H -0.2382 -3.9353 4.3283  0.27
H -1.0013 -2.9596 5.6276  0.23
H -2.7206 -4.7247 5.3602  0.30
H -2.0359 -5.1400 7.0847  0.27
C 4.3691 3.4175 -3.5670  -0.41
C 4.5982 4.8919 -3.1443  -0.46
O 3.6527 5.3300 -2.2037  -0.48
O 3.0388 3.1459 -3.7261  -0.50
H 4.7345 2.6974 -2.8348  0.32
H 4.9371 3.2318 -4.4786  0.34
H 4.4745 5.5526 -4.0023  0.24
H 5.6348 5.1310 -2.9065  0.29
H 3.3658 4.4425 -1.9767  0.35
H 2.9004 2.2142 -3.9118  0.31

Forces on the atoms, in the same order (eV/Å):
O -0.219 -0.147 -0.148
H 0.183 -0.156 0.124
H 0.007 0.266 -0.012
O -0.156 0.018 0.161
H 0.223 -0.150 0.079
H -0.062 0.139 -0.245
O -0.142 0.080 0.198
H -0.142 -0.022 -0.208
H 0.302 -0.074 0.031
O -0.078 -0.204 0.144
H 0.190 0.247 0.118
H -0.069 -0.013 -0.259
C -0.901 0.258 -0.360
C 2.140 0.777 0.413
C -1.755 -0.236 -1.227
C 0.592 0.630 0.716
C -1.015 -0.220 0.783
C 0.444 -0.281 -0.798
N 1.976 -2.753 -2.338
O -1.062 0.841 1.174
C -0.254 0.522 0.106
C 1.323 -0.239 0.429
C -1.396 0.944 0.177
H -0.031 0.028 0.059
H 0.510 0.252 0.096
H -0.179 0.044 -0.131
H -0.100 -0.112 0.245
H 1.010 -0.120 0.318
H -0.494 0.441 -0.178
H 0.007 0.002 -0.169
H -0.193 -0.030 -0.045
H 0.027 0.272 0.511
H -0.112 -0.289 -0.122
H -0.394 -0.179 -0.061
H 0.544 -0.594 -0.105
H 0.051 0.584 0.096
H -0.144 -0.085 0.457
H -0.147 -0.161 -0.145
H 0.070 0.085 -0.130
H -0.369 -0.331 0.252
H 0.155 -0.305 -0.549
H -0.304 0.255 0.529
C 0.926 -0.060 0.158
C -2.462 0.715 -1.151
O 0.971 -1.893 1.193
O 0.444 -0.013 -0.001
H 0.259 0.269 0.015
H 0.033 0.034 0.059
H 0.056 0.104 0.095
H -0.211 1.331 -0.338
H 0.078 -0.437 0.160
H -0.073 -0.066 -0.183
C -0.442 0.004 -0.300
C -0.992 1.352 0.359
O 1.332 -1.500 -0.538
O 0.030 0.202 0.220
H -0.305 -0.102 0.365
H 0.241 -0.020 0.308
H 0.366 -0.182 -0.115
H -0.079 -0.103 -0.346
H -0.172 0.407 -0.108
H 0.017 -0.052 0.166
C 1.400 0.266 0.771
C -0.700 0.703 0.652
O -0.231 -2.127 -0.327
O 0.227 -0.073 -1.142
H -0.148 0.023 0.321
H -0.534 0.736 -0.079
H 0.267 0.273 0.192
H -0.194 0.156 -0.361
H -0.123 -0.061 -0.143
H 0.022 0.102 0.135
C 0.212 -0.762 1.043
C -0.154 -0.132 -0.417
O -0.585 0.317 -0.332
O -0.600 -0.163 0.392
H 0.002 0.885 -0.545
H 0.470 -0.255 0.006
H -0.345 -0.147 -0.084
H 0.055 0.218 -0.132
H 0.728 -0.146 0.231
H 0.225 0.199 -0.147
C 1.276 0.319 0.027
C 0.226 -1.782 0.232
O -0.230 0.014 -0.142
O -1.134 1.184 1.701
H 0.285 -0.113 -0.495
H -0.064 0.282 -0.650
H -0.270 0.372 -0.554
H 0.178 -0.285 0.381
H -0.408 0.262 -0.076
H 0.117 -0.260 -0.426
C -1.628 0.041 0.894
C 0.044 0.711 0.393
O 0.221 -0.640 -0.793
O 0.933 -0.175 -1.017
H 0.407 0.050 0.085
H 0.008 0.015 0.438
H -0.053 -0.145 0.603
H 0.007 -0.087 -0.201
H 0.101 0.140 -0.314
H -0.031 0.082 -0.108
C 0.418 0.318 0.463
C 1.791 -1.609 0.523
O -1.708 0.052 -1.056
O -0.217 0.337 0.692
H 0.031 0.170 0.058
H -0.001 0.159 -0.766
H -0.018 0.458 -0.148
H -0.218 0.064 0.078
H -0.041 0.223 0.029
H -0.037 -0.148 0.115
C 2.171 0.300 0.341
C 0.094 0.627 -1.904
O 0.403 -1.042 0.414
O -2.261 0.296 -0.450
H 0.613 0.231 0.464
H 0.184 0.127 -0.219
H -0.321 -0.229 -0.560
H 0.209 -0.651 0.741
H -1.209 0.332 1.131
H 0.082 0.017 0.036